Record 1
Molecular formula: C2H4N2O
Method: DFT, ωB97M-V/def2-TZVPD

Its energy above the lowest of the compared OMol25 structures with the same formula, charge and spin is 135.2 kcal per mole. The calculation puts the frontier orbital gap (alpha / beta) at 9.44 / 9.14 eV. The LUMO energy (alpha / beta) is 0.041 / -0.216 eV. The HOMO energy (alpha / beta) comes out at -9.40 / -9.36 eV. The calculated total energy comes out at -7160.615 eV.

Last column: Mulliken charge in e.
Atoms and positions in Å:
H (3.230, -0.542, 0.149)  0.26
C (2.111, -0.629, 0.137)  -0.36
H (-2.054, 1.281, 0.060)  0.23
N (-1.300, -0.443, -0.383)  -0.33
C (-2.190, 0.235, 0.112)  -0.17
H (-3.259, 0.073, 0.280)  0.28
N (1.631, 0.491, -0.143)  0.08
H (1.336, -1.403, 0.159)  0.33
O (0.494, 0.937, -0.371)  -0.32

Atomic forces in eV per Å
H -1.2945 -1.1901 0.3749
C 0.6958 -0.1058 -0.3412
H 0.6660 1.7671 0.5471
N 0.1799 -1.8624 0.2121
C -1.0544 0.8919 -0.9505
H 0.1024 -1.1892 0.2641
N -1.4551 2.4753 -0.6677
H 0.9884 -0.5952 0.2544
O 1.1715 -0.1915 0.3069


Record 2
Molecular formula: C3H11N2
Method: DFT, ωB97M-V/def2-TZVPD

Its energy above the lowest of the compared OMol25 structures with the same formula, charge and spin is 28.5 kcal per mole. The calculation puts the frontier orbital gap at 10.31 eV. The total charge is +1. The LUMO energy is -4.259 eV. The HOMO energy comes out at -14.57 eV. The calculated total energy comes out at -6262.346 eV.

Last column: Mulliken charge in e.
Atoms and positions in Å:
H (1.272, -1.158, 0.026)  0.22
H (-0.925, -0.252, -0.432)  0.25
H (1.466, 2.980, 0.583)  0.29
H (0.751, 3.724, -0.756)  0.30
H (2.103, 1.709, -1.499)  0.30
N (0.522, -1.588, 0.526)  -0.28
H (0.679, -2.473, 1.042)  0.27
N (-1.819, -1.829, 0.546)  -0.30
C (-0.726, -1.188, 0.216)  0.36
C (1.078, 1.572, -1.009)  -0.55
H (-2.658, -1.334, 0.744)  0.26
H (1.574, 0.612, -0.532)  -0.15
C (0.722, 2.776, -0.192)  -0.81
H (0.405, 1.296, -1.849)  0.39
H (-0.257, 2.662, 0.348)  0.23
H (-1.768, -2.813, 0.734)  0.23

Atomic forces in eV per Å
H 0.5321 0.2001 -0.0781
H 1.0435 -1.2210 1.5306
H -0.0123 -0.3767 0.0621
H -0.4645 -0.6287 -0.1847
H -1.4295 0.7429 -0.0729
N -2.6211 -0.6009 -0.4161
H -0.0672 0.9470 -0.5113
N 1.0386 -0.6489 0.1207
C 1.0035 1.2297 -0.7841
C 3.5009 -1.9797 -1.4613
H -0.7960 0.2393 -0.4113
H -1.9460 1.5247 0.1220
C -0.5732 0.4122 1.3507
H 0.2386 0.1130 0.7210
H 0.7656 0.2961 -0.6278
H -0.2128 -0.2490 0.6404


Record 3
Molecular formula: F2HNOS
Method: DFT, ωB97M-V/def2-TZVPD

The structure (SMILES) is FSF.N=O. Its energy above the lowest of the compared OMol25 structures with the same formula, charge and spin is 63.1 kcal per mole. The calculation puts the frontier orbital gap at 8.85 eV. The LUMO energy is -0.585 eV. The HOMO energy comes out at -9.44 eV. The calculated total energy comes out at -19819.669 eV.

Last column: Mulliken charge in e.
Atoms and positions in Å:
S (2.043, 0.658, 0.742)  0.41
H (-1.815, 0.399, -1.137)  0.20
F (1.507, -0.902, 1.096)  -0.23
O (-1.671, -0.348, 0.591)  -0.21
F (1.353, 0.654, -0.719)  -0.19
N (-1.418, -0.463, -0.573)  0.02

Atomic forces in eV per Å
S -1.3551 -2.5340 -0.4253
H 0.3682 -0.8032 0.8018
F 0.9242 2.1602 -0.1491
O 0.0305 0.1511 -0.6461
F 0.4485 0.3851 0.5722
N -0.4162 0.6408 -0.1535


Record 4
Molecular formula: C5H9N2
Method: DFT, ωB97M-V/def2-TZVPD

The structure (SMILES) is C#[N+]N1C[C@H]1CC. Its energy above the lowest of the compared OMol25 structures with the same formula, charge and spin is 145.1 kcal per mole. The calculation puts the frontier orbital gap at 10.21 eV. The total charge is +1. The LUMO energy is -4.822 eV. The HOMO energy comes out at -15.03 eV. The calculated total energy comes out at -8299.442 eV.

Last column: Mulliken charge in e.
Atoms and positions in Å:
C (3.605, 0.457, -0.360)  -0.14
C (0.100, -0.027, -0.192)  0.11
C (-2.422, 0.406, -0.115)  -1.30
H (-3.134, -0.291, 0.295)  0.35
C (0.596, -1.401, 0.056)  -0.60
H (-2.964, 1.279, -0.086)  0.40
N (2.528, 0.100, -0.098)  0.12
C (-1.057, 0.529, 0.618)  -0.56
H (-0.727, 1.555, 0.938)  0.35
N (1.280, -0.196, 0.584)  -0.12
H (0.339, 0.388, -1.188)  0.44
H (0.056, -1.949, 0.761)  0.28
H (-1.175, 0.032, 1.533)  0.35
H (-2.466, 0.260, -1.169)  0.41
H (4.426, 0.748, -0.867)  0.51
H (1.015, -1.889, -0.710)  0.38

Atomic forces in eV per Å
C -5.9208 -1.9196 1.6095
C -1.1080 0.5644 -1.5428
C 0.5926 -0.5029 0.2449
H 0.2999 -0.7050 0.4725
C -1.3785 2.5033 1.0257
H -1.0044 2.5081 0.6283
N 0.7272 0.4725 0.6429
C 0.0574 1.3181 -1.5052
H -0.8142 -0.5641 -0.6796
N 3.9180 -0.0388 0.8209
H -0.7667 -0.2183 0.5168
H -0.2717 -0.8388 1.2781
H 0.2797 -1.0680 1.2916
H 0.9337 -0.6160 -0.9755
H 2.7689 0.8892 -1.1814
H 1.6871 -1.7840 -2.6467


Record 5
Molecular formula: ClHIOPS
Method: DFT, ωB97M-V/def2-TZVPD

The structure (SMILES) is O=P(=S)I.Cl. Its energy above the lowest of the compared OMol25 structures with the same formula, charge and spin is 34.9 kcal per mole. The calculation puts the frontier orbital gap at 7.97 eV. The LUMO energy is -2.071 eV. The HOMO energy comes out at -10.04 eV. The calculated total energy comes out at -42811.603 eV.

Last column: Mulliken charge in e.
Atoms and positions in Å:
I (2.540, -0.485, -1.264)  0.09
O (0.846, -0.666, 1.472)  -0.42
H (-2.694, -0.198, -0.915)  0.23
Cl (-2.258, -1.181, -0.284)  -0.23
S (0.334, 2.121, 0.366)  -0.23
P (1.232, 0.408, 0.626)  0.57

Atomic forces in eV per Å
I -0.2576 0.5280 0.7818
O -0.1691 -2.1060 2.1166
H -0.4112 0.9067 -0.5833
Cl 0.4509 -0.8818 0.5755
S 1.3159 -1.3117 0.2909
P -0.9288 2.8648 -3.1815


Record 6
Molecular formula: C13H41N2O17PS4Si2
Method: DFT, ωB97M-V/def2-TZVPD

The calculation puts the frontier orbital gap at 9.30 eV. The LUMO energy is 0.428 eV. The HOMO energy comes out at -8.87 eV. The calculated total energy comes out at -120317.223 eV.

Last column: Mulliken charge in e.
Atoms and positions in Å:
N (8.582, 2.686, 3.935)  -0.80
O (-1.068, -4.287, -1.217)  -0.58
H (-4.645, 0.877, -5.272)  0.25
Si (3.041, 1.885, 2.849)  0.49
C (-3.060, 4.599, 0.855)  -1.09
O (-5.356, 2.707, -2.341)  -0.69
O (-4.384, 0.442, -2.660)  -0.56
O (-6.696, 0.920, -3.361)  -0.29
H (0.482, -4.654, 2.151)  0.04
H (-3.507, 4.554, 1.845)  0.39
H (-2.500, -5.437, -3.115)  0.29
H (-1.783, -0.674, 2.793)  0.41
H (-2.425, 5.475, 0.761)  0.34
H (9.389, 3.106, 3.489)  0.25
O (8.091, 2.376, 1.387)  -0.48
Si (5.622, 3.114, 3.305)  0.25
H (1.685, -3.753, 4.152)  0.28
H (-5.520, 0.862, -0.095)  0.29
H (0.273, 2.600, -0.666)  0.31
O (0.248, -4.896, -3.207)  -0.27
H (3.128, 1.535, 4.276)  -0.15
H (7.951, 1.572, 0.854)  0.32
O (7.275, 0.561, 2.993)  -0.49
H (-1.883, 1.215, -2.362)  0.11
H (2.415, -4.536, -1.568)  0.40
O (0.320, -6.338, -1.220)  -0.68
O (-0.906, 3.263, 1.503)  -0.63
O (-0.726, -3.117, 2.870)  -0.31
C (-0.554, -5.806, -3.986)  -0.38
O (7.256, 5.485, 0.252)  -0.32
H (-0.234, 3.132, -2.261)  0.31
H (0.279, -4.072, 5.157)  0.27
C (-6.260, 0.741, -0.885)  -0.90
H (-0.792, 0.072, 1.514)  0.19
C (-0.562, 2.603, -1.368)  -0.35
H (8.137, 0.113, 3.087)  0.34
O (0.742, -2.364, 1.048)  -0.54
C (-6.646, 1.469, -4.696)  -0.36
H (2.727, 0.674, 2.072)  -0.17
C (-2.003, -5.371, -4.082)  -0.98
C (-5.675, 0.727, -5.593)  -0.95
C (-1.000, 1.196, -1.724)  -0.50
H (4.784, 5.339, 2.721)  0.34
H (-0.098, -5.813, -4.974)  0.28
H (-0.875, -5.111, 3.162)  0.30
P (7.580, 2.132, 2.896)  0.83
H (5.840, 5.421, 4.139)  0.35
H (-5.768, 1.085, -6.618)  0.39
H (-5.874, -0.343, -5.571)  0.26
O (0.912, -1.329, 3.304)  -0.61
N (6.368, 5.537, 0.995)  0.16
H (1.544, -3.912, -0.141)  0.22
H (1.432, -3.041, -1.685)  0.27
C (-1.214, -0.859, 1.887)  -0.84
O (4.499, 2.473, 2.261)  -0.04
H (1.191, -5.422, 4.453)  0.41
S (0.128, -1.922, 2.267)  1.14
O (-1.643, 3.404, -0.834)  -0.30
H (-2.538, -6.009, -4.786)  0.38
H (1.973, 2.879, 2.617)  -0.15
H (5.239, 2.783, 4.689)  -0.13
C (1.527, -4.016, -1.218)  -0.75
H (-0.195, 0.677, -2.244)  0.41
O (6.805, 5.438, 2.329)  -0.16
H (-7.659, 1.375, -5.079)  0.29
S (-5.502, 1.284, -2.374)  1.29
H (-6.411, 2.533, -4.647)  0.32
C (0.826, -4.410, 4.277)  -1.05
H (-6.532, -0.305, -0.994)  0.34
S (-2.066, 3.161, 0.672)  1.29
H (-1.256, 0.622, -0.835)  -0.04
C (-0.069, -4.390, 3.054)  -0.07
O (-2.906, 2.003, 0.744)  -0.54
H (-7.133, 1.356, -0.692)  0.32
S (0.117, -4.978, -1.620)  1.23
H (-3.830, 4.586, 0.088)  0.30
H (-0.466, -6.815, -3.579)  0.34
C (5.714, 5.000, 3.157)  -0.44
H (-2.071, -4.337, -4.417)  0.26
H (-1.832, -1.328, 1.126)  0.36

Atomic forces in eV per Å
N 0.0205 0.0042 -0.1596
O -0.1350 -0.0695 0.1647
H 0.0057 0.0219 0.0001
Si -0.1958 -0.3409 -0.8098
C -0.0525 0.0336 -0.0204
O 0.2474 0.1342 -0.1137
O 0.2524 0.1127 -0.0927
O -0.0116 -0.0135 0.0696
H -0.0333 0.1227 -0.0554
H 0.0184 -0.0358 0.0257
H 0.0025 -0.0188 0.0103
H 0.0225 0.0230 0.0363
H 0.0247 0.0119 -0.0044
H 0.1859 0.0481 0.2935
O -0.2817 -0.7320 -0.4993
Si -0.3424 -0.2978 -0.3569
H 0.0117 -0.0033 -0.0155
H 0.0600 0.0287 -0.0369
H -0.0978 0.0732 0.1152
O 0.0805 0.0442 0.0405
H 0.0969 0.0995 0.0673
H -0.0211 0.5111 0.0036
O 0.2765 -0.3814 -0.3139
H 0.0089 0.0003 -0.0415
H -0.0329 -0.0372 -0.0720
O -0.1187 -0.1310 0.1354
O 0.0852 -0.2780 0.1710
O 0.0584 0.0036 -0.0254
C -0.3356 -0.2699 -0.2768
O 0.3765 0.2696 -0.1646
H -0.1327 0.1633 0.0248
H -0.0371 -0.0582 0.0202
C -0.0279 -0.0239 0.0457
H 0.0269 0.0228 0.0406
C 0.3634 -0.4003 -0.2317
H -0.3208 -0.1048 0.2166
O 0.3067 0.1028 0.2173
C 0.0455 0.1404 -0.5104
H 0.0144 -0.0001 -0.0145
C -0.0112 0.0925 0.2024
C 0.1510 -0.0563 0.1746
C -0.1739 0.0376 0.1301
H -0.3910 0.2376 -0.0435
H 0.1477 0.1178 0.0484
H -0.1456 0.1253 -0.0453
P 0.5071 0.9445 0.5996
H 0.1261 0.3700 0.3130
H -0.0700 0.0224 -0.0022
H -0.0556 -0.0081 -0.0453
O 0.3363 -0.0230 -0.0375
N -0.4652 -0.2192 0.1868
H -0.0410 0.0312 0.0613
H -0.0476 0.0447 0.0448
C -0.0747 0.0294 -0.0977
O -0.2872 0.1848 0.9353
H -0.0535 -0.0417 -0.0295
S -0.8038 0.1444 0.0834
O -0.0111 0.0399 0.0570
H 0.0552 -0.0192 -0.0454
H 0.0687 0.0927 0.0987
H 0.0590 0.0007 0.0827
C 0.1927 -0.2015 -0.2357
H 0.0465 0.0529 -0.0156
O 0.2005 -0.1359 -0.0551
H -0.0766 -0.0756 0.1705
S -0.4438 -0.1999 0.2641
H 0.0423 -0.0147 0.1475
C 0.0623 0.2343 -0.0232
H 0.0175 -0.0243 -0.0086
S -0.1978 0.4426 -0.4816
H 0.0169 -0.0149 0.0029
C 0.2340 -0.4328 0.1307
O 0.0261 -0.2305 0.2385
H -0.0168 0.0171 -0.0080
S 0.2432 0.2449 -0.2889
H -0.0047 -0.0335 -0.0188
H 0.0581 0.0541 0.1245
C 0.3449 -0.5776 -0.4089
H 0.0089 -0.0035 -0.0680
H 0.0116 -0.0246 -0.0213


Repeat the fifth record exactly.
Molecular formula: ClHIOPS
Method: DFT, ωB97M-V/def2-TZVPD

The structure (SMILES) is O=P(=S)I.Cl. Its energy above the lowest of the compared OMol25 structures with the same formula, charge and spin is 34.9 kcal per mole. The calculation puts the frontier orbital gap at 7.97 eV. The LUMO energy is -2.071 eV. The HOMO energy comes out at -10.04 eV. The calculated total energy comes out at -42811.603 eV.

Last column: Mulliken charge in e.
Atoms and positions in Å:
I (2.540, -0.485, -1.264)  0.09
O (0.846, -0.666, 1.472)  -0.42
H (-2.694, -0.198, -0.915)  0.23
Cl (-2.258, -1.181, -0.284)  -0.23
S (0.334, 2.121, 0.366)  -0.23
P (1.232, 0.408, 0.626)  0.57

Atomic forces in eV per Å
I -0.2576 0.5280 0.7818
O -0.1691 -2.1060 2.1166
H -0.4112 0.9067 -0.5833
Cl 0.4509 -0.8818 0.5755
S 1.3159 -1.3117 0.2909
P -0.9288 2.8648 -3.1815


calculated total energy of number 2 (C3H11N2)? -6262.346 eV


Which of these has the highest calculated total energy? C3H11N2


Which of these has the highest calculated total energy? C3H11N2